C34H71B2F2N2OP2RhSi3 | wB97M-V/def2-TZVPD

Properties
E_HOMO	-6.94	eV
2S+1	1
energy above the lowest of the compared OMol25 structures with the same formula, charge and spin	0.0000	eV
LUMO energy	-0.9	eV
HOMO-LUMO gap	6.03	eV

XYZ file:
```
118
Properties=species:S:1:pos:R:3:forces:R:3
Rh 0.850016 -0.459149 -0.441545 0.12 -0.46 -0.15
C 0.700375 -1.426967 3.396777 -0.01 -0.01 -0.01
C 2.083766 -1.841810 2.899877 0.04 -0.03 -0.03
C 3.123368 -1.079284 3.724504 -0.02 -0.06 0.06
C 2.253354 -3.338209 3.219547 0.01 -0.01 0.01
P 2.187499 -1.739904 0.989575 -0.05 0.06 0.03
C -0.615578 -3.259158 0.420427 -0.13 0.16 0.04
N -1.229467 -2.216046 0.822912 0.19 -0.14 -0.21
B -0.734516 -0.693417 0.665635 0.02 -0.03 0.21
N -1.714764 -0.036722 1.520488 0.13 0.00 -0.13
C -2.008414 1.351141 1.866681 -0.11 0.14 0.07
P -0.674328 2.595126 1.573422 -0.13 0.17 -0.04
C -1.516026 3.910255 0.477742 0.07 0.07 0.04
C -2.613639 3.262463 -0.369001 0.02 -0.06 0.03
C -0.373807 4.379577 -0.438388 -0.03 -0.01 -0.01
C -2.142090 5.145511 1.127039 0.05 -0.03 0.02
C -0.455565 3.271984 3.328818 0.07 -0.04 -0.03
C 0.691387 4.288859 3.266159 -0.05 0.00 0.02
C -1.679346 3.887501 4.018730 0.00 -0.04 -0.03
C 0.019784 2.103214 4.205308 0.00 -0.01 -0.01
C -2.683250 -0.927512 1.977090 -0.03 -0.11 -0.01
C -3.822164 -0.677598 2.735434 -0.02 0.03 0.00
C -4.652797 -1.745147 3.060075 -0.01 -0.01 0.00
C -4.380106 -3.042060 2.645897 0.01 0.02 0.01
C -3.245294 -3.296552 1.885174 0.01 0.01 -0.03
C -2.428045 -2.232980 1.572784 -0.07 -0.07 0.08
C 4.009706 -1.407739 0.576349 -0.06 -0.05 0.03
C 4.718837 -0.158961 1.116150 -0.02 0.08 -0.02
C 4.030114 -1.317401 -0.952191 0.01 -0.05 0.02
C 4.810620 -2.651762 0.985955 0.05 0.02 -0.01
H 0.683462 -1.489153 4.489667 -0.01 0.00 0.00
H -0.078873 -2.097975 3.035741 -0.04 -0.01 -0.03
H 0.451712 -0.408570 3.113123 0.00 0.01 -0.02
H 2.947622 -1.300387 4.782542 -0.01 0.00 0.01
H 3.046315 -0.004350 3.591316 0.00 0.05 0.00
H 4.142465 -1.391625 3.499816 -0.07 -0.02 0.05
H 2.099915 -3.499445 4.291268 0.01 0.00 0.01
H 3.248505 -3.703085 2.964131 -0.03 0.00 0.00
H 1.528601 -3.945307 2.674068 -0.02 -0.01 0.01
H -1.005571 -4.245015 0.644173 -0.04 -0.01 0.01
H 0.317180 -3.146051 -0.106560 0.07 0.01 -0.10
H -2.257903 1.372374 2.929682 0.05 0.02 -0.01
H -2.915883 1.649813 1.339658 -0.02 -0.03 0.03
H -2.350670 2.262798 -0.711502 0.00 -0.02 0.00
H -2.795557 3.880321 -1.251343 0.00 0.00 -0.01
H -3.553639 3.198682 0.185026 0.02 0.00 -0.01
H 0.070998 3.544945 -0.979767 0.01 -0.03 -0.04
H 0.425512 4.850415 0.138970 0.01 0.00 0.00
H -0.745528 5.109835 -1.163405 -0.01 0.00 0.00
H -2.989496 4.889715 1.760009 -0.03 -0.01 0.07
H -2.515703 5.792527 0.327283 0.00 0.00 0.00
H -1.431046 5.731203 1.706505 0.04 0.00 0.03
H 0.446221 5.151859 2.647479 -0.02 0.04 -0.03
H 1.595117 3.828744 2.862744 0.00 -0.01 0.00
H 0.912807 4.654695 4.272879 0.01 0.01 0.00
H -1.877139 4.902547 3.691930 -0.03 0.05 -0.06
H -1.493070 3.924554 5.095791 0.00 0.02 0.00
H -2.588616 3.298929 3.871340 0.02 -0.01 -0.01
H 0.917758 1.637781 3.809264 -0.02 -0.01 0.01
H -0.746738 1.334889 4.330128 0.01 0.00 0.00
H 0.250405 2.490801 5.201402 0.00 0.01 0.01
H -4.080477 0.319709 3.058397 0.00 -0.01 0.00
H -5.541963 -1.553107 3.646427 0.00 0.00 0.00
H -5.049158 -3.849129 2.908185 0.00 -0.01 -0.01
H -3.024691 -4.298823 1.541435 -0.01 -0.01 0.00
H 4.356009 0.747778 0.636471 -0.01 0.01 0.00
H 5.782787 -0.250185 0.873885 0.01 0.03 -0.02
H 4.635503 -0.027599 2.189929 0.04 0.00 -0.12
H 3.295406 -0.596990 -1.322672 0.01 0.08 -0.01
H 3.820345 -2.278384 -1.416095 0.00 0.01 0.00
H 5.012678 -0.977995 -1.292205 0.01 0.00 -0.02
H 4.976320 -2.704920 2.062952 -0.01 0.01 -0.03
H 5.794062 -2.616262 0.506662 0.01 0.01 0.01
H 4.311273 -3.568717 0.667490 0.00 -0.01 0.00
C -3.901495 -0.402697 -1.235184 -0.05 0.02 -0.02
O -2.493562 -0.455022 -1.318380 0.08 -0.03 0.04
Si -1.680620 -0.117571 -2.760693 0.04 -0.02 -0.03
C -1.933637 1.699611 -3.169716 -0.02 -0.02 0.00
C -2.725707 -0.931547 -4.109091 0.04 0.01 -0.02
C 0.073973 -0.654770 -2.580552 -0.06 0.10 -0.05
Si 1.130339 0.391177 -3.761864 -0.03 -0.11 0.04
C 1.462616 2.160418 -3.217065 0.03 -0.04 0.00
C 0.416677 0.552962 -5.512667 0.00 -0.01 0.01
C 2.850465 -0.315105 -4.102836 -0.01 0.00 -0.04
Si 0.177734 -2.467229 -3.079365 -0.02 0.05 0.04
C 0.207418 -2.766284 -4.944259 0.01 -0.01 0.02
C 1.708859 -3.420036 -2.516772 -0.01 0.01 -0.01
C -1.304785 -3.516775 -2.484637 0.04 0.03 0.00
H -4.367580 -1.213374 -1.803876 0.01 0.00 0.00
H -4.299320 0.548137 -1.607862 0.01 0.00 0.00
H -4.196050 -0.505594 -0.189551 0.00 0.00 0.02
H -2.990765 1.947349 -3.038140 -0.01 0.03 0.01
H -1.689296 1.896219 -4.214222 -0.02 -0.01 0.02
H -1.347950 2.376582 -2.558260 0.06 0.06 0.04
H -3.713122 -0.460776 -4.125461 0.00 0.01 0.01
H -2.874278 -2.003770 -4.001833 0.00 -0.05 0.02
H -2.276302 -0.754943 -5.087941 0.00 0.01 -0.02
H 1.779737 2.233855 -2.178570 0.00 -0.01 0.02
H 0.608271 2.817482 -3.366067 -0.07 0.03 -0.01
H 2.276692 2.542823 -3.840928 0.00 0.01 0.00
H -0.641005 0.806959 -5.561906 0.01 -0.01 -0.01
H 0.566367 -0.354056 -6.097442 0.00 -0.01 -0.01
H 0.966229 1.355956 -6.013062 0.01 0.01 0.00
H 3.574554 -0.075981 -3.326042 0.01 -0.01 0.04
H 3.201732 0.163240 -5.022203 0.01 0.00 0.00
H 2.872232 -1.391834 -4.272068 0.01 0.03 0.00
H 1.125533 -2.404569 -5.408992 0.00 -0.01 -0.01
H -0.637735 -2.316222 -5.464198 -0.02 0.00 0.00
H 0.162977 -3.847453 -5.106388 0.00 -0.01 0.00
H 2.593078 -3.081258 -3.058413 0.00 -0.02 0.00
H 1.558146 -4.473241 -2.773059 -0.01 -0.01 0.00
H 1.945937 -3.357562 -1.453660 -0.07 -0.02 0.06
H -1.877564 -3.859903 -3.348304 -0.01 0.00 -0.01
H -1.997737 -2.989774 -1.827726 -0.02 0.04 0.03
H -0.950799 -4.420568 -1.980577 0.02 -0.01 0.05
F 1.955412 1.184870 1.976172 -0.02 -0.20 0.12
B 1.719203 0.884233 0.685787 0.12 0.49 -0.07
F 2.428238 1.726953 -0.123771 -0.03 0.02 0.05
```
Positions in Å, forces in eV/Å.